This record from the Open Molecules 2025 dataset describes a molecular structure, C16H52N16O12Tl at a distorted geometry. The level of theory is wB97M-V/def2-TZVPD.

Cartesian coordinates (Å):
Tl  -0.233  -0.050  0.177
C  -0.529  1.257  4.602
C  -1.996  1.129  3.895
C  -2.702  2.526  3.971
O  -1.945  0.614  2.570
H  0.100  0.380  4.454
H  -0.826  1.308  5.650
H  -0.057  2.184  4.277
H  -2.602  0.480  4.527
H  -2.369  2.987  4.901
H  -3.769  2.585  3.754
H  -2.298  3.063  3.113
C  2.036  0.197  -4.201
C  2.456  -0.464  -2.886
C  3.948  -0.930  -2.902
O  2.078  0.502  -1.824
H  2.132  -0.391  -5.113
H  2.782  0.942  -4.477
H  1.059  0.673  -4.288
H  1.836  -1.358  -2.808
H  4.142  -1.628  -3.716
H  4.334  -1.471  -2.038
H  4.656  -0.101  -2.928
C  -4.355  -0.057  -0.515
C  -5.249  0.531  0.564
O  -4.770  -0.142  1.767
O  -3.141  0.696  -0.492
H  -4.958  0.179  -1.392
H  -4.217  -1.135  -0.435
H  -6.275  0.203  0.402
H  -5.319  1.617  0.631
H  -3.875  0.129  1.985
H  -3.269  1.379  -1.154
C  1.828  -3.572  -0.316
O  1.167  -2.565  -0.207
N  1.432  -4.702  -0.847
N  2.931  -3.598  0.325
H  2.060  -5.460  -0.622
H  0.621  -4.569  -1.434
H  3.608  -4.347  0.344
H  3.303  -2.712  0.638
C  -0.543  3.155  -2.392
O  -0.859  2.333  -1.574
N  0.584  3.773  -2.573
N  -1.275  3.318  -3.396
H  1.388  3.479  -2.037
H  0.685  4.256  -3.454
H  -2.007  2.630  -3.291
H  -0.989  3.928  -4.148
C  -0.178  -2.833  3.378
O  0.247  -2.007  2.632
N  0.505  -3.877  3.765
N  -1.393  -2.887  3.854
H  -0.051  -4.578  4.234
H  1.388  -4.161  3.367
H  -1.899  -2.019  3.754
H  -1.527  -3.590  4.568
C  -2.652  -3.252  0.394
O  -2.077  -2.271  0.099
N  -3.669  -3.289  1.296
N  -2.549  -4.386  -0.210
H  -4.056  -2.380  1.504
H  -3.984  -4.190  1.626
H  -3.261  -5.072  -0.004
H  -1.800  -4.574  -0.861
C  -2.123  -1.219  -3.129
O  -1.296  -0.572  -2.495
N  -3.267  -0.725  -3.623
N  -1.965  -2.415  -3.627
H  -3.657  -1.169  -4.442
H  -3.621  0.207  -3.462
H  -1.309  -3.047  -3.191
H  -2.656  -2.909  -4.173
C  0.429  3.820  1.307
O  0.453  2.670  0.947
N  0.438  4.210  2.588
N  0.560  4.908  0.593
H  0.227  3.631  3.388
H  0.445  5.216  2.675
H  0.466  5.849  0.947
H  0.581  4.746  -0.404
C  4.131  3.377  -1.529
O  5.005  4.251  -1.421
N  3.990  2.872  -2.773
N  3.431  2.870  -0.599
H  3.227  2.226  -2.919
H  4.502  3.485  -3.391
H  3.113  1.925  -0.763
H  3.470  3.338  0.295
C  3.563  -0.318  1.533
O  2.450  0.072  1.596
N  3.951  -1.357  2.113
N  4.345  -0.175  0.470
H  3.305  -1.721  2.799
H  4.900  -1.699  2.072
H  5.330  -0.391  0.414
H  3.795  0.226  -0.276

Results
Kohn-Sham gap (eV): 3.465
Electronic energy (hartree): -2591.96367
Total charge: +1



This record from the Open Molecules 2025 dataset describes 3 unconnected molecules or ions with the total composition C7H17BO11S2 at a distorted geometry. The level of theory is wB97M-V/def2-TZVPD.

Cartesian coordinates (Å):
C  -2.652  3.551  -1.551
O  -3.096  2.507  -2.428
B  -3.696  1.484  -1.797
O  -3.359  1.059  -0.572
O  -4.714  0.769  -2.507
S  -6.246  1.283  -2.295
O  -6.522  1.182  -0.902
O  -6.071  2.917  -2.656
S  -6.364  4.001  -1.399
H  -2.365  4.385  -2.175
H  -1.768  3.257  -1.001
H  -3.432  3.890  -0.889
H  -3.958  0.324  -0.354
H  -7.616  3.656  -1.052
C  3.105  -1.247  -0.956
O  2.015  -1.252  -1.883
C  1.355  -0.098  -1.962
O  1.603  0.902  -1.341
O  0.373  -0.240  -2.852
C  -0.422  0.933  -3.037
H  3.549  -2.237  -0.990
H  3.851  -0.509  -1.246
H  2.753  -1.050  0.054
H  0.186  1.755  -3.408
H  -0.910  1.217  -2.109
H  -1.181  0.697  -3.777
C  1.777  -3.896  3.656
O  3.053  -3.736  4.281
C  3.800  -2.764  3.759
O  3.487  -2.048  2.844
O  4.952  -2.721  4.427
C  5.859  -1.714  3.971
H  1.281  -4.711  4.174
H  1.183  -2.990  3.757
H  1.892  -4.154  2.605
H  5.423  -0.724  4.084
H  6.134  -1.886  2.933
H  6.744  -1.792  4.595

Results
Kohn-Sham gap (eV): 9.944
Electronic energy (hartree): -1925.88530
Total charge: 0



This record from the Open Molecules 2025 dataset describes a molecular structure, C26H21IrO6. The level of theory is wB97M-V/def2-TZVPD.

Cartesian coordinates (Å):
Ir  -0.289  -0.475  -0.667
C  -2.387  -0.940  -0.287
C  -2.165  -0.430  -1.614
C  -1.287  -1.332  -2.303
C  -0.917  -2.351  -1.368
C  -1.617  -2.108  -0.128
H  -2.997  -0.475  0.470
H  -2.580  0.481  -2.017
H  -0.897  -1.209  -3.301
H  -0.205  -3.143  -1.545
H  -1.536  -2.692  0.775
O  1.665  2.455  0.431
C  1.845  2.600  1.762
C  0.606  0.656  2.408
O  0.678  0.672  3.567
O  0.186  0.219  1.372
C  0.977  3.532  2.467
C  1.302  4.009  3.745
C  0.460  4.882  4.408
C  -0.724  5.306  3.820
C  -1.057  4.852  2.551
C  -0.223  3.973  1.885
C  3.206  2.216  2.176
C  3.533  1.741  3.451
C  4.843  1.423  3.765
C  5.850  1.573  2.821
C  5.538  2.041  1.552
C  4.230  2.354  1.229
H  1.095  3.140  0.057
H  2.235  3.725  4.207
H  0.738  5.244  5.389
H  -1.378  5.991  4.342
H  -1.972  5.182  2.077
H  -0.542  3.634  0.904
H  2.766  1.587  4.196
H  5.077  1.051  4.754
H  6.872  1.326  3.074
H  6.311  2.168  0.806
H  3.997  2.733  0.244
O  5.160  0.869  -2.061
C  4.626  -0.085  -1.294
C  5.507  -0.930  -0.614
C  5.032  -1.912  0.223
C  3.659  -2.087  0.407
C  2.794  -1.266  -0.280
C  3.237  -0.254  -1.136
C  2.319  0.654  -1.856
O  2.726  1.599  -2.511
O  1.014  0.418  -1.813
H  4.415  1.366  -2.471
H  6.568  -0.778  -0.765
H  5.730  -2.555  0.743
H  3.283  -2.854  1.070
H  1.727  -1.423  -0.122

Results
2S+1: 2
Kohn-Sham gap (spin up / spin down) (eV): 4.970 / 6.248
Electronic energy (hartree): -1558.86542
Total charge: +1